No. 1
C21H20F5O2Pr as an isolated structure in a non-equilibrium geometry, computed with the ωB97M-V functional and the def2-TZVPD basis.

```
! RIJCOSX wB97M-V def2-TZVPD def2/J DEFGRID3
* xyz -2 3
Pr -0.106 0.230 -0.516
C -1.462 2.645 0.419
C -2.124 2.070 -0.694
C -2.809 0.906 -0.241
H -2.117 2.447 -1.713
C -2.563 0.764 1.153
C -1.736 1.844 1.559
H -1.471 2.085 2.595
H -0.927 3.607 0.420
H -3.435 0.257 -0.845
H -3.007 0.014 1.801
C 2.118 -0.827 1.557
C 1.402 -0.060 2.524
C 0.158 -0.723 2.765
H 1.778 0.813 3.071
C 0.114 -1.891 1.955
C 1.331 -1.964 1.216
H 1.623 -2.775 0.555
H 3.135 -0.620 1.215
H -0.591 -0.424 3.505
H -0.680 -2.637 1.967
O -0.321 0.258 -2.923
C -2.172 -3.517 -0.600
C -2.074 -2.812 -1.780
C -3.299 -3.187 0.273
C -1.323 -4.633 -0.289
C -0.910 -0.973 -3.162
H -2.969 -2.173 -2.133
H -1.590 -3.368 -2.659
H -0.339 -1.943 -3.522
H -1.983 -0.980 -3.670
H -3.895 -4.148 0.298
H -3.980 -2.374 -0.091
H -2.971 -3.001 1.316
H -1.869 -5.533 -0.654
H -1.246 -4.790 0.784
H -0.328 -4.609 -0.775
F 5.477 5.433 -0.183
C 4.523 4.482 -0.304
C 3.584 4.331 0.733
F 3.632 5.125 1.815
C 2.617 3.352 0.623
F 1.687 3.179 1.602
C 2.587 2.509 -0.483
O 1.700 1.539 -0.543
C 3.514 2.692 -1.523
F 3.437 1.888 -2.601
C 4.480 3.666 -1.418
F 5.401 3.827 -2.399
*
```

Calculated values
⟨S²⟩ ... 2.09
Lowest unoccupied orbital energy (spin up / spin down) ... 4.499 / 4.499 eV
Energy above the lowest of the compared OMol25 structures with the same formula, charge and spin ... 1.605 eV
HOMO level (spin up / spin down) ... 0.056 / 0.052 Eh
DFT total energy ... -53848.9583 eV



No. 2
One molecule with the formula C21H20FN3O3 in a non-equilibrium geometry, computed with the ωB97M-V functional and the def2-TZVPD basis.

```
! RIJCOSX wB97M-V def2-TZVPD def2/J DEFGRID3
* xyz 0 1
C 1.913 -3.265 -1.671
C 0.534 -2.652 -1.176
C 0.638 -1.085 -0.904
C 0.933 -0.874 0.536
C 1.984 -1.405 1.481
C 3.396 -1.310 1.291
C 4.225 -2.043 2.250
C 3.653 -2.570 3.432
F 4.280 -3.405 4.300
C 2.347 -2.533 3.651
C 1.525 -1.961 2.674
N 0.003 -0.278 1.160
N -0.925 0.230 0.233
C -2.190 0.656 0.588
C -3.049 1.233 -0.414
C -4.304 1.687 -0.032
C -4.773 1.465 1.255
C -3.998 0.809 2.192
C -2.678 0.517 1.864
C -0.618 -0.258 -1.166
C -0.406 0.803 -2.245
O -0.994 0.708 -3.331
N -0.099 2.163 -1.987
C -0.618 3.343 -2.743
C 0.051 4.502 -1.981
O 0.768 4.003 -0.867
C 0.788 2.680 -1.063
O 1.682 1.960 -0.689
H 2.686 -3.268 -0.988
H 2.384 -2.658 -2.545
H 1.748 -4.241 -2.127
H -0.136 -2.789 -2.062
H 0.082 -3.240 -0.294
H 1.346 -0.679 -1.507
H 3.699 -0.622 0.466
H 5.268 -2.184 2.134
H 1.877 -2.908 4.539
H 0.527 -2.223 2.906
H -2.721 1.281 -1.489
H -4.926 2.122 -0.815
H -5.799 1.730 1.346
H -4.411 0.550 3.153
H -2.071 0.038 2.722
H -1.487 -0.913 -1.483
H -1.679 3.310 -2.694
H -0.440 3.297 -3.800
H 0.759 5.130 -2.507
H -0.772 5.148 -1.590
*
```

Calculated values
Structure (SMILES) ... CC[C@@H]1C(c2ccc(F)cc2)=NN(c2ccccc2)[C@H]1C(=O)N1CCOC1=O
Lowest unoccupied orbital energy ... 0.329 eV
Energy above the lowest of the compared OMol25 structures with the same formula, charge and spin ... 4.666 eV
HOMO level ... -0.282 Eh
DFT total energy ... -35428.8657 eV



No. 3
C21H20LiN4O3 as an isolated structure in a non-equilibrium geometry, computed with the ωB97M-V functional and the def2-TZVPD basis.

```
! RIJCOSX wB97M-V def2-TZVPD def2/J DEFGRID3
* xyz -1 1
Li -0.145 0.509 0.574
C -2.462 0.884 1.381
O -2.127 1.258 0.300
O -1.692 0.085 1.934
O -3.409 1.243 2.024
N 1.189 -0.967 1.058
C 2.474 -0.768 1.315
C 3.425 -1.818 1.410
C 2.997 -3.134 1.477
C 1.618 -3.388 1.489
C 0.768 -2.284 1.269
H 2.689 0.278 1.152
H 4.464 -1.539 1.501
H 3.721 -3.934 1.522
H 1.235 -4.396 1.559
H -0.267 -2.518 1.063
N -3.726 -0.854 -1.316
C -2.770 -1.714 -0.784
C -2.960 -3.087 -0.603
C -4.149 -3.634 -1.135
C -5.140 -2.851 -1.740
C -4.830 -1.513 -1.820
H -1.868 -1.344 -0.318
H -2.288 -3.763 -0.096
H -4.325 -4.686 -0.971
H -6.043 -3.320 -2.104
H -5.523 -0.790 -2.225
N 1.060 2.242 1.238
C 0.665 2.374 2.511
C 1.246 3.326 3.379
C 2.256 4.159 2.955
C 2.663 4.016 1.683
C 2.157 2.948 0.897
H -0.236 1.891 2.860
H 0.794 3.548 4.334
H 2.611 4.920 3.634
H 3.439 4.676 1.322
H 2.534 2.683 -0.081
N 0.482 0.591 -1.455
C 1.014 -0.298 -2.336
C 1.454 0.058 -3.598
C 1.289 1.304 -4.032
C 0.509 2.217 -3.275
C 0.228 1.862 -1.975
H 1.341 -1.199 -1.839
H 2.034 -0.694 -4.112
H 1.509 1.571 -5.055
H 0.395 3.246 -3.582
H -0.301 2.602 -1.393
*
```

Calculated values
Lowest unoccupied orbital energy ... 2.333 eV
Energy above the lowest of the compared OMol25 structures with the same formula, charge and spin ... 0.000 eV
HOMO level ... -0.047 Eh
DFT total energy ... -34408.9489 eV



Which formula does entry 3 have?
C21H20LiN4O3